(1)
Here is a molecular structure, C32H39Br2N6O7S2 at a distorted geometry from the Open Molecules 2025 dataset. Energies are from ωB97M-V/def2-TZVPD.

The value obtained for the LUMO energy is 0.072 hartree. For the frontier orbital gap, the calculation gives 8.332 eV. The HOMO energy is -6.36 eV. For the energy relative to the best compared isomer or geometry (same formula, charge and spin), the calculation gives 11.57 kcal/mol.

Geometry as ORCA input:
```
! RIJCOSX wB97M-V def2-TZVPD def2/J DEFGRID3
* xyz -1 1
Br 1.826 0.684 2.938
Br -1.357 1.478 3.583
S -3.743 1.931 0.624
S -1.402 3.278 1.045
O -3.449 -2.339 1.743
O -2.902 0.983 -0.064
O -4.613 -0.416 1.557
O -0.215 -3.055 0.295
O -4.786 2.495 -0.176
O -0.978 4.528 1.590
O -1.088 3.183 -0.348
N -2.974 3.165 1.360
N 1.843 1.170 -2.797
N -0.568 5.310 -5.088
N 2.675 -5.903 2.288
N 3.821 5.587 1.410
N -1.783 -6.287 -0.750
C 4.597 8.071 0.423
C -1.591 6.091 -5.430
C -2.773 6.173 -4.711
C -1.989 -8.538 0.046
C -0.714 4.571 -3.987
C -0.505 -6.537 -1.018
C 2.496 -8.156 3.083
C 4.282 5.727 0.170
C 0.977 2.261 2.067
C 0.105 -7.760 -0.784
C -4.651 0.945 1.891
C 3.832 -8.382 2.801
C 4.117 7.944 1.715
C 3.957 -6.135 2.025
C -0.369 0.755 -4.442
C -1.856 4.576 -3.197
C -0.656 -8.781 -0.240
C -2.043 -2.276 1.599
C -0.500 1.941 1.899
C 0.905 0.419 -4.872
C -0.523 1.302 -3.181
C 1.969 -6.903 2.806
C 1.291 3.459 2.933
C 4.683 6.939 -0.370
C -3.997 -1.275 2.471
C 0.609 1.490 -2.404
C 4.582 -7.351 2.259
C -1.631 -2.966 0.318
C 3.745 6.684 2.157
C -2.500 -7.277 -0.227
C -2.904 5.396 -3.570
C 1.970 0.644 -4.013
H -1.914 -2.298 -0.483
H -2.100 -3.940 0.221
H -0.581 1.076 1.262
H 5.629 -7.485 2.023
H 0.133 3.948 -3.731
H 5.051 6.992 -1.385
H -2.620 -9.305 0.474
H 1.469 2.319 1.112
H -1.496 1.577 -2.799
H -1.686 -1.259 1.535
H 4.031 8.802 2.368
H 0.099 -3.289 1.178
H 0.520 3.584 3.680
H 1.873 -8.932 3.506
H 1.150 -7.905 -1.020
H 0.927 -6.681 3.006
H 1.229 4.326 2.293
H -1.447 6.680 -6.331
H 4.898 9.037 0.039
H -3.811 5.430 -2.979
H -3.569 6.829 -5.038
H 2.983 0.391 -4.309
H 4.506 -5.300 1.605
H 2.265 3.407 3.386
H -3.229 -0.781 3.050
H -1.916 3.955 -2.312
H -1.229 0.593 -5.080
H -1.574 -2.767 2.456
H 0.053 -5.707 -1.437
H 3.364 6.537 3.162
H 4.283 -9.346 3.000
H 1.071 -0.010 -5.851
H 0.521 1.915 -1.413
H -3.538 -7.041 -0.019
H -5.678 1.270 1.804
H -4.291 1.184 2.882
H -0.216 -9.750 -0.039
H -4.709 -1.716 3.170
H 4.327 4.815 -0.416
*
```

=====

(2)
Here is 5 unconnected molecules or ions with the total composition C22H26F3N5OPS at a distorted geometry from the Open Molecules 2025 dataset. Energies are from ωB97M-V/def2-TZVPD.

The value obtained for the LUMO energy is -0.191 hartree. For the frontier orbital gap, the calculation gives 4.615 eV. The HOMO energy is -9.82 eV.

Geometry as ORCA input:
```
! RIJCOSX wB97M-V def2-TZVPD def2/J DEFGRID3
* xyz 1 1
S 0.845 -2.423 0.995
P 1.353 -4.527 1.450
F 1.562 -2.748 -1.507
F 1.992 -0.771 -0.709
F 3.144 -2.461 -0.088
O 2.673 -4.588 2.062
N -0.901 2.228 0.457
N -1.736 5.793 -0.659
N 5.994 -3.963 0.738
N -2.263 0.720 -1.916
N -3.587 -2.383 -0.045
C -3.861 6.082 -1.209
C 0.401 1.818 0.438
C 0.973 2.162 1.638
C -2.072 1.868 -2.651
C 6.745 -5.717 1.857
C -3.098 -1.602 0.907
C -3.303 7.343 -0.863
C 7.358 -3.958 0.601
C -1.366 -3.185 -0.490
C -3.300 2.422 -2.884
C -3.599 0.552 -1.673
C -4.270 1.588 -2.264
C 1.945 -2.037 -0.458
C 5.612 -5.033 1.508
C -1.992 7.131 -0.531
C -0.863 -2.394 0.531
C -1.172 2.841 1.648
C -1.752 -1.602 1.201
C -0.029 2.813 2.407
C -2.870 5.147 -1.077
C 7.852 -5.035 1.282
C -2.711 -3.114 -0.708
H -4.874 5.887 -1.520
H -2.872 4.087 -1.240
H 5.376 -3.288 0.337
H -5.336 1.737 -2.249
H 4.577 -5.212 1.738
H 7.855 -3.191 0.032
H 0.291 -5.081 2.195
H 1.388 -5.154 0.183
H -0.853 5.353 -0.475
H -0.724 -3.823 -1.077
H -1.535 0.106 -1.603
H -3.485 3.329 -3.433
H -3.807 8.294 -0.859
H -3.105 -3.730 -1.510
H -1.392 -0.960 1.999
H 0.079 3.216 3.400
H -1.558 2.100 -0.294
H -3.782 -0.979 1.464
H -1.084 2.186 -2.939
H 1.994 1.975 1.929
H -1.222 7.814 -0.215
H 8.891 -5.306 1.362
H -3.960 -0.283 -1.106
H -2.150 3.242 1.854
H 6.779 -6.609 2.460
H 0.806 1.323 -0.425
*
```

=====

(3)
Here is a single C9H16O3S molecule at a distorted geometry from the Open Molecules 2025 dataset. Energies are from ωB97M-V/def2-TZVPD.

The value obtained for the LUMO energy is 0.030 hartree. For the frontier orbital gap, the calculation gives 9.603 eV. The HOMO energy is -8.78 eV. For the energy relative to the best compared isomer or geometry (same formula, charge and spin), the calculation gives 6.58 kcal/mol.

Geometry as ORCA input:
```
! RIJCOSX wB97M-V def2-TZVPD def2/J DEFGRID3
* xyz 0 1
S -1.922 1.685 -1.808
O 0.921 0.506 -1.069
O 0.628 0.241 3.097
O 2.021 0.649 1.299
C -0.982 -0.730 -2.736
C 0.909 0.442 1.835
C -1.431 0.000 -1.480
C 1.789 1.968 4.302
C 1.645 0.512 4.111
C -0.256 -2.148 -2.380
C -0.222 0.142 0.979
C -2.143 -1.075 -3.662
C -0.158 0.152 -0.415
H -2.814 -1.703 -3.103
H -1.678 -1.629 -4.501
H 1.637 0.543 -0.437
H -0.964 -0.353 1.537
H -0.768 2.276 -1.833
H -1.023 -2.712 -1.876
H 0.791 2.280 4.582
H -2.581 -0.205 -4.157
H 0.035 -2.700 -3.214
H 0.623 -2.142 -1.725
H -2.257 -0.541 -1.057
H 1.970 2.450 3.382
H 2.533 0.048 3.612
H -0.301 -0.162 -3.313
H 1.309 0.040 4.988
H 2.688 2.165 5.046
*
```

=====

(4)
Here is a molecular structure, C15H19KN4O3 at a distorted geometry from the Open Molecules 2025 dataset. Energies are from ωB97M-V/def2-TZVPD.

The value obtained for the LUMO energy is 0.006 hartree. For the frontier orbital gap, the calculation gives 7.954 eV. The HOMO energy is -7.80 eV.

Geometry as ORCA input:
```
! RIJCOSX wB97M-V def2-TZVPD def2/J DEFGRID3
* xyz 0 1
K -0.775 1.209 -0.695
O 1.319 0.399 -0.096
O -1.059 -0.833 -1.612
O -1.461 -1.165 0.548
N -1.039 1.558 1.870
N 1.442 -1.952 -0.680
N -0.815 3.977 -1.496
N -2.970 2.562 -0.035
C 0.034 -3.800 -0.234
C 1.111 -4.643 -0.207
C -2.854 4.002 -0.125
C 3.571 -4.929 -0.394
C 2.534 -2.743 -0.684
C 0.241 -2.428 -0.482
C -3.363 2.035 1.259
C -0.888 -1.390 -0.521
C 2.409 -4.134 -0.431
C 3.807 -2.194 -0.913
C 1.565 -0.200 -1.074
C -2.269 2.179 2.318
C 4.800 -4.369 -0.611
C -1.393 4.442 -0.241
C 4.916 -2.997 -0.882
H -2.668 1.746 3.255
H -4.281 2.524 1.645
H -0.970 -4.153 -0.059
H 0.141 4.302 -1.575
H -0.342 1.585 2.606
H -2.069 3.239 2.502
H 3.868 -1.134 -1.101
H 5.891 -2.573 -1.059
H 0.989 -5.701 -0.015
H -1.209 0.572 1.680
H -3.390 4.368 -1.006
H 3.473 -5.983 -0.178
H -3.618 2.222 -0.731
H 5.689 -4.979 -0.567
H -1.322 4.384 -2.275
H -3.571 0.971 1.124
H -0.819 4.001 0.573
H -3.305 4.486 0.752
H -1.348 5.539 -0.151
*
```